No. 1
{
  "formula": "C53H40N2O13S2",
  "method": "ωB97M-V/def2-TZVPD",
  "mol_weight_g_mol": 977.04,
  "max_force_ev_per_a": 2.6,
  "e_tot_ev": -106878.2162,
  "homo_lumo_gap_ev": 8.59,
  "charge": 0,
  "spin_multiplicity": 1,
  "elements": ["C", "S", "O", "O", "N", "C", "C", "C", "C", "S", "O", "O", "O", "C", "O", "O", "C", "C", "C", "C", "N", "C", "H", "H", "H", "H", "H", "H", "H", "H", "H", "H", "H", "H", "H", "H", "H", "H", "O", "C", "C", "C", "C", "C", "C", "C", "C", "O", "C", "C", "C", "C", "C", "C", "H", "H", "H", "H", "H", "H", "H", "H", "O", "C", "C", "C", "C", "C", "C", "C", "C", "O", "C", "C", "C", "C", "C", "C", "H", "H", "H", "H", "H", "H", "H", "H", "O", "C", "C", "C", "C", "C", "C", "C", "C", "O", "C", "C", "C", "C", "C", "C", "H", "H", "H", "H", "H", "H", "H", "H"],
  "coordinates": [[-7.832, 1.943, -1.383], [-7.401, 3.591, -1.957], [-8.526, 4.452, -1.890], [-6.347, 4.056, -1.098], [-6.840, 3.407, -3.554], [-5.424, 2.981, -3.605], [-4.431, 4.145, -3.324], [-3.373, 3.584, -2.358], [-2.064, 4.386, -2.361], [-0.831, 3.418, -1.470], [-1.025, 2.015, -1.657], [0.486, 3.801, -1.861], [-1.061, 3.730, 0.118], [-7.740, 2.626, -4.321], [-8.936, 2.724, -4.159], [-7.258, 1.778, -5.305], [-7.111, 0.465, -4.850], [-5.855, -0.035, -4.617], [-5.745, -1.339, -4.214], [-6.894, -2.070, -4.078], [-8.118, -1.619, -4.276], [-8.182, -0.359, -4.669], [-8.006, 2.072, -0.317], [-8.698, 1.561, -1.913], [-6.959, 1.299, -1.498], [-5.276, 2.173, -2.881], [-5.155, 2.586, -4.576], [-3.982, 4.448, -4.270], [-4.981, 4.968, -2.875], [-3.169, 2.569, -2.707], [-3.798, 3.482, -1.357], [-2.254, 5.324, -1.839], [-1.686, 4.521, -3.371], [-2.022, 3.832, 0.208], [-4.959, 0.553, -4.743], [-4.782, -1.793, -4.041], [-6.796, -3.106, -3.767], [-9.168, 0.054, -4.872], [-1.693, -1.000, 0.726], [-1.017, -1.360, 1.667], [-0.102, -0.409, 2.358], [-0.040, 0.911, 1.927], [0.775, 1.817, 2.589], [1.534, 1.403, 3.681], [1.492, 0.084, 4.099], [0.678, -0.828, 3.438], [0.654, -2.245, 3.891], [1.374, -2.621, 4.795], [-0.275, -3.190, 3.215], [-0.338, -4.508, 3.648], [-1.218, -5.393, 3.047], [-2.042, -4.962, 2.013], [-1.975, -3.652, 1.570], [-1.089, -2.762, 2.164], [-0.632, 1.245, 1.085], [0.817, 2.847, 2.261], [2.160, 2.114, 4.204], [2.085, -0.237, 4.944], [0.298, -4.845, 4.455], [-1.265, -6.419, 3.386], [-2.735, -5.653, 1.551], [-2.613, -3.318, 0.763], [1.163, -7.700, 1.656], [2.282, -7.735, 1.185], [3.263, -6.652, 1.469], [2.894, -5.603, 2.300], [3.806, -4.607, 2.606], [5.094, -4.657, 2.081], [5.463, -5.692, 1.239], [4.549, -6.690, 0.924], [4.952, -7.788, 0.003], [6.050, -7.794, -0.513], [3.978, -8.882, -0.265], [4.348, -9.934, -1.093], [3.464, -10.974, -1.326], [2.207, -10.969, -0.732], [1.828, -9.916, 0.084], [2.708, -8.867, 0.317], [1.896, -5.566, 2.712], [3.515, -3.793, 3.258], [5.810, -3.884, 2.330], [6.462, -5.729, 0.827], [5.328, -9.939, -1.551], [3.756, -11.794, -1.969], [1.521, -11.787, -0.908], [0.849, -9.910, 0.543], [3.471, 6.969, -0.822], [4.173, 6.595, 0.095], [5.085, 7.546, 0.791], [5.112, 8.877, 0.394], [5.927, 9.779, 1.056], [6.719, 9.356, 2.119], [6.708, 8.028, 2.508], [5.897, 7.117, 1.842], [5.910, 5.687, 2.260], [6.655, 5.305, 3.140], [4.984, 4.742, 1.580], [4.955, 3.412, 1.981], [4.076, 2.527, 1.380], [3.221, 2.965, 0.372], [3.255, 4.288, -0.039], [4.138, 5.180, 0.557], [4.492, 9.206, -0.429], [5.943, 10.817, 0.749], [7.346, 10.066, 2.643], [7.327, 7.697, 3.331], [5.616, 3.072, 2.766], [4.051, 1.493, 1.698], [2.528, 2.274, -0.092], [2.591, 4.623, -0.824]]
}



No. 2
{
  "formula": "C53H41Br2Cl2F3N6O14",
  "method": "ωB97M-V/def2-TZVPD",
  "mol_weight_g_mol": 1273.65,
  "max_force_ev_per_a": 1.1,
  "e_tot_ev": -266497.6233,
  "homo_lumo_gap_ev": 8.10,
  "charge": 0,
  "spin_multiplicity": 1,
  "elements": ["C", "C", "Cl", "C", "Cl", "C", "C", "C", "C", "C", "C", "F", "Br", "C", "F", "F", "Br", "C", "C", "C", "C", "O", "C", "C", "C", "O", "H", "H", "H", "H", "H", "H", "H", "H", "H", "H", "H", "O", "N", "O", "C", "C", "C", "C", "C", "C", "H", "H", "H", "H", "H", "O", "N", "O", "C", "C", "C", "C", "C", "C", "H", "H", "H", "H", "H", "O", "N", "O", "C", "C", "C", "C", "C", "C", "H", "H", "H", "H", "H", "O", "N", "O", "C", "C", "C", "C", "C", "C", "H", "H", "H", "H", "H", "O", "N", "O", "C", "C", "C", "C", "C", "C", "H", "H", "H", "H", "H", "O", "N", "O", "C", "C", "C", "C", "C", "C", "H", "H", "H", "H", "H"],
  "coordinates": [[4.293, 4.674, 2.101], [2.876, 4.327, 2.418], [2.689, 2.814, 3.244], [1.803, 5.058, 2.130], [2.063, 6.570, 1.288], [0.382, 4.789, 2.448], [-0.244, 3.564, 2.234], [-1.592, 3.357, 2.543], [-2.266, 2.018, 2.294], [-1.345, 0.808, 2.467], [-1.181, 0.265, 3.884], [-1.844, -0.926, 3.979], [-1.923, 1.401, 5.289], [0.283, -0.059, 4.305], [0.267, -0.921, 5.342], [0.888, 1.047, 4.744], [1.318, -0.903, 2.908], [-2.332, 4.426, 3.081], [-1.700, 5.656, 3.321], [-0.364, 5.834, 3.002], [-2.461, 6.776, 3.938], [-2.152, 7.933, 3.809], [-3.616, 6.368, 4.763], [-4.241, 5.215, 4.537], [-3.780, 4.349, 3.419], [-4.587, 3.677, 2.824], [4.905, 4.300, 2.919], [4.427, 5.747, 2.059], [4.632, 4.193, 1.186], [0.348, 2.779, 1.790], [-3.186, 1.906, 2.843], [-2.547, 2.056, 1.248], [-1.795, -0.009, 1.916], [-0.400, 1.018, 1.979], [0.108, 6.785, 3.204], [-3.969, 7.015, 5.552], [-5.102, 4.925, 5.118], [-3.884, -0.141, 1.101], [-3.945, 0.161, -0.080], [-3.814, 1.289, -0.505], [-4.184, -0.917, -1.046], [-4.368, -2.205, -0.576], [-4.618, -3.217, -1.487], [-4.679, -2.933, -2.845], [-4.481, -1.635, -3.298], [-4.232, -0.615, -2.394], [-4.322, -2.419, 0.481], [-4.772, -4.229, -1.137], [-4.884, -3.725, -3.553], [-4.527, -1.417, -4.356], [-4.081, 0.397, -2.740], [-0.753, 1.829, -0.909], [-0.333, 2.028, -2.034], [-0.069, 1.152, -2.832], [-0.133, 3.424, -2.446], [-0.397, 4.436, -1.539], [-0.186, 5.749, -1.923], [0.279, 6.033, -3.201], [0.530, 5.005, -4.102], [0.323, 3.689, -3.725], [-0.760, 4.210, -0.546], [-0.382, 6.550, -1.224], [0.449, 7.060, -3.497], [0.887, 5.228, -5.094], [0.518, 2.888, -4.423], [2.140, 4.031, -6.423], [3.169, 3.997, -7.073], [3.332, 4.560, -8.133], [4.289, 3.216, -6.528], [4.116, 2.537, -5.335], [5.167, 1.785, -4.836], [6.370, 1.725, -5.528], [6.527, 2.421, -6.719], [5.481, 3.173, -7.228], [3.179, 2.587, -4.800], [5.047, 1.244, -3.908], [7.187, 1.133, -5.138], [7.465, 2.375, -7.255], [5.596, 3.714, -8.155], [4.688, -5.311, 10.196], [4.831, -4.993, 9.033], [5.793, -5.283, 8.350], [3.764, -4.197, 8.406], [2.671, -3.821, 9.165], [1.679, -3.054, 8.575], [1.787, -2.678, 7.242], [2.889, -3.074, 6.495], [3.888, -3.838, 7.077], [2.591, -4.116, 10.201], [0.820, -2.747, 9.156], [1.018, -2.076, 6.777], [2.971, -2.782, 5.456], [4.748, -4.146, 6.500], [-5.568, -4.222, -5.970], [-4.542, -4.245, -6.627], [-4.361, -3.598, -7.637], [-3.451, -5.110, -6.159], [-3.641, -5.884, -5.027], [-2.615, -6.711, -4.601], [-1.419, -6.753, -5.304], [-1.244, -5.964, -6.433], [-2.264, -5.134, -6.868], [-4.574, -5.849, -4.484], [-2.746, -7.326, -3.722], [-0.622, -7.401, -4.970], [-0.310, -5.996, -6.977], [-2.133, -4.520, -7.746], [-0.206, -7.210, -2.226], [0.007, -6.021, -2.073], [-0.047, -5.193, -2.958], [0.370, -5.561, -0.724], [0.487, -6.491, 0.294], [0.858, -6.058, 1.556], [1.103, -4.710, 1.785], [0.969, -3.790, 0.754], [0.599, -4.214, -0.513], [0.298, -7.538, 0.109], [0.961, -6.772, 2.361], [1.398, -4.375, 2.772], [1.155, -2.743, 0.936], [0.498, -3.502, -1.319]]
}



No. 3
{
  "formula": "C53H42LaN12O9S2",
  "method": "ωB97M-V/def2-TZVPD",
  "mol_weight_g_mol": 1194.03,
  "max_force_ev_per_a": 2.8,
  "de_lowest_ev": 0.695,
  "e_tot_ev": -114486.3123,
  "homo_lumo_gap_ev": 6.61,
  "charge": -1,
  "spin_multiplicity": 1,
  "elements": ["La", "O", "C", "O", "C", "C", "C", "N", "C", "C", "C", "C", "C", "C", "C", "N", "C", "C", "C", "C", "C", "N", "H", "H", "H", "H", "H", "H", "H", "H", "H", "H", "C", "C", "O", "C", "C", "C", "N", "N", "C", "O", "C", "C", "C", "C", "C", "C", "H", "H", "H", "H", "H", "H", "H", "H", "H", "H", "H", "H", "O", "S", "O", "N", "C", "C", "C", "C", "C", "C", "C", "C", "N", "C", "C", "C", "C", "C", "C", "C", "H", "H", "H", "H", "H", "H", "H", "H", "H", "H", "H", "N", "C", "C", "C", "C", "C", "C", "S", "O", "O", "N", "C", "N", "C", "C", "C", "N", "H", "H", "H", "H", "H", "H", "H", "H", "H", "O", "N"],
  "coordinates": [[-1.383, -4.503, 22.191], [-1.204, 2.263, 18.284], [-1.968, 2.046, 19.267], [-2.778, 2.822, 19.832], [-1.768, 0.660, 19.895], [-0.899, -0.307, 19.364], [-0.707, -1.502, 19.990], [-1.394, -1.816, 21.133], [-2.281, -0.953, 21.560], [-2.471, 0.310, 21.010], [-3.042, -1.369, 22.762], [-4.164, -0.643, 23.192], [-4.713, -0.980, 24.424], [-4.179, -2.014, 25.184], [-3.145, -2.747, 24.623], [-2.632, -2.476, 23.414], [0.172, -2.581, 19.489], [0.953, -2.408, 18.357], [1.801, -3.437, 17.941], [1.902, -4.593, 18.648], [1.085, -4.715, 19.786], [0.231, -3.736, 20.168], [-0.332, -0.012, 18.510], [-3.152, 1.042, 21.370], [-4.550, 0.248, 22.619], [-5.530, -0.425, 24.836], [-4.594, -2.267, 26.145], [-2.786, -3.620, 25.111], [0.799, -1.552, 17.751], [2.323, -3.298, 17.010], [2.548, -5.428, 18.397], [1.076, -5.619, 20.379], [-5.682, -6.247, 23.704], [-4.202, -5.951, 23.854], [-3.670, -5.231, 22.919], [-3.550, -6.410, 24.973], [-2.226, -6.018, 25.408], [-1.849, -6.472, 26.817], [-1.373, -5.376, 24.688], [-0.165, -5.030, 25.370], [0.407, -4.019, 24.830], [-0.014, -3.335, 23.798], [1.687, -3.667, 25.504], [2.088, -2.349, 25.465], [3.262, -1.971, 26.075], [4.039, -2.905, 26.756], [3.702, -4.250, 26.688], [2.505, -4.628, 26.104], [-5.776, -6.869, 22.780], [-6.335, -5.339, 23.659], [-6.049, -6.880, 24.509], [-4.153, -6.995, 25.629], [-2.779, -6.668, 27.350], [-1.281, -5.666, 27.257], [-1.209, -7.383, 26.786], [1.512, -1.672, 24.856], [3.553, -0.889, 26.013], [4.948, -2.649, 27.317], [4.373, -4.991, 27.156], [2.107, -5.633, 26.124], [-2.262, -5.506, 18.046], [-2.821, -5.419, 19.357], [-2.903, -4.083, 20.000], [-2.077, -6.321, 20.419], [-1.947, -7.697, 20.296], [-2.461, -8.464, 19.259], [-2.431, -9.862, 19.296], [-2.002, -10.522, 20.433], [-1.427, -9.785, 21.499], [-0.980, -10.365, 22.729], [-0.569, -9.584, 23.758], [-0.571, -8.151, 23.561], [-0.944, -7.607, 22.467], [-1.373, -8.376, 21.425], [-4.533, -5.843, 19.154], [-5.446, -5.790, 20.205], [-6.759, -6.209, 20.091], [-7.166, -6.692, 18.867], [-6.301, -6.730, 17.785], [-4.977, -6.287, 17.926], [-2.760, -7.943, 18.361], [-2.846, -10.467, 18.545], [-2.044, -11.585, 20.469], [-1.164, -11.428, 22.797], [-0.260, -9.944, 24.735], [-0.230, -7.507, 24.379], [-5.123, -5.350, 21.133], [-7.410, -6.211, 20.957], [-8.162, -7.123, 18.699], [-6.557, -7.160, 16.825], [-4.266, -6.301, 17.111], [3.623, -11.960, 19.687], [3.821, -10.996, 20.635], [4.901, -10.121, 20.528], [5.174, -9.171, 21.478], [4.333, -9.056, 22.590], [3.248, -9.885, 22.682], [2.983, -10.887, 21.737], [4.532, -7.678, 23.736], [3.850, -8.053, 24.927], [5.864, -7.139, 23.682], [3.655, -6.439, 22.994], [4.192, -5.425, 22.058], [4.734, -5.884, 20.969], [5.126, -4.928, 20.111], [4.860, -3.589, 20.327], [4.275, -3.282, 21.556], [3.928, -4.221, 22.451], [4.173, -11.913, 18.863], [2.705, -12.394, 19.671], [5.485, -10.065, 19.635], [5.969, -8.479, 21.268], [2.579, -9.777, 23.554], [2.103, -11.504, 21.887], [5.583, -5.248, 19.202], [5.125, -2.779, 19.618], [3.876, -2.307, 21.845], [1.664, -5.728, 22.623], [2.332, -6.441, 23.284]]
}



No. 4
{
  "formula": "C53H43BrP2SiTi",
  "method": "ωB97M-V/def2-TZVPD",
  "mol_weight_g_mol": 897.73,
  "max_force_ev_per_a": 0.6,
  "de_lowest_ev": 0.000,
  "e_tot_ev": -175259.7598,
  "homo_lumo_gap_ev": 7.12,
  "charge": 2,
  "spin_multiplicity": 1,
  "elements": ["Ti", "C", "Si", "C", "C", "C", "C", "C", "C", "P", "C", "C", "C", "C", "C", "C", "C", "C", "C", "C", "C", "C", "C", "C", "C", "C", "C", "C", "P", "C", "C", "C", "C", "C", "C", "C", "C", "C", "C", "C", "C", "H", "H", "H", "H", "H", "H", "H", "H", "H", "H", "H", "H", "H", "H", "H", "H", "H", "H", "H", "H", "H", "H", "H", "H", "H", "H", "H", "H", "H", "H", "H", "C", "C", "C", "C", "C", "C", "H", "H", "H", "H", "H", "H", "Br", "C", "C", "C", "C", "C", "C", "C", "C", "C", "C", "H", "H", "H", "H", "H", "H"],
  "coordinates": [[0.803, 0.091, -0.170], [-0.895, 2.980, -2.058], [-1.266, 1.619, -0.826], [-1.968, 2.392, 0.736], [-2.856, 3.472, 0.649], [-3.609, 3.859, 1.742], [-3.502, 3.171, 2.947], [-2.608, 2.125, 3.065], [-1.838, 1.751, 1.963], [-0.537, 0.507, 2.168], [0.329, 1.184, 3.616], [1.071, 2.349, 3.432], [1.717, 2.948, 4.499], [1.620, 2.397, 5.770], [0.850, 1.262, 5.969], [0.203, 0.659, 4.899], [-1.450, -1.018, 2.570], [-2.676, -1.167, 1.913], [-3.435, -2.314, 2.086], [-2.990, -3.324, 2.925], [-1.778, -3.184, 3.587], [-1.010, -2.043, 3.409], [-2.660, 0.447, -1.339], [-3.999, 0.845, -1.372], [-5.011, -0.089, -1.532], [-4.714, -1.443, -1.649], [-3.394, -1.862, -1.652], [-2.389, -0.911, -1.507], [-0.648, -1.240, -1.813], [-0.499, -0.955, -3.589], [-1.233, -1.759, -4.462], [-1.213, -1.499, -5.822], [-0.477, -0.427, -6.315], [0.237, 0.385, -5.448], [0.227, 0.120, -4.087], [-0.296, -2.971, -1.425], [0.286, -3.846, -2.344], [0.598, -5.143, -1.964], [0.340, -5.571, -0.669], [-0.236, -4.703, 0.250], [-0.552, -3.407, -0.124], [-1.845, 3.394, -2.405], [-0.354, 2.643, -2.940], [-0.325, 3.781, -1.589], [-2.965, 4.014, -0.282], [-4.287, 4.697, 1.659], [-4.103, 3.467, 3.796], [-2.493, 1.616, 4.015], [1.124, 2.824, 2.461], [2.287, 3.853, 4.342], [2.124, 2.865, 6.604], [0.740, 0.848, 6.963], [-0.419, -0.203, 5.089], [-3.057, -0.382, 1.272], [-4.381, -2.407, 1.570], [-3.589, -4.211, 3.074], [-1.431, -3.963, 4.253], [-0.062, -1.973, 3.920], [-4.268, 1.885, -1.239], [-6.043, 0.237, -1.548], [-5.513, -2.165, -1.753], [-3.151, -2.912, -1.766], [-1.831, -2.582, -4.089], [-1.778, -2.126, -6.497], [-0.468, -0.225, -7.377], [0.803, 1.224, -5.830], [0.795, 0.757, -3.419], [0.497, -3.517, -3.354], [1.041, -5.818, -2.682], [0.581, -6.584, -0.378], [-0.450, -5.039, 1.255], [-1.028, -2.753, 0.602], [3.370, -0.612, 0.980], [3.742, 0.228, 2.030], [3.350, -0.069, 3.324], [2.568, -1.192, 3.578], [2.134, -1.988, 2.533], [2.527, -1.699, 1.226], [3.812, -0.483, 0.004], [4.383, 1.079, 1.835], [3.661, 0.565, 4.143], [2.307, -1.439, 4.599], [1.539, -2.872, 2.717], [2.305, -2.418, 0.442], [2.602, -1.441, -2.211], [3.416, 0.178, -2.779], [4.315, 0.177, -3.807], [4.928, 1.393, -4.171], [4.649, 2.548, -3.494], [3.723, 2.550, -2.426], [3.444, 3.726, -1.678], [2.571, 3.717, -0.629], [1.902, 2.510, -0.314], [2.114, 1.360, -1.020], [3.067, 1.346, -2.075], [4.562, -0.737, -4.327], [5.639, 1.396, -4.986], [5.142, 3.473, -3.764], [3.957, 4.640, -1.951], [2.384, 4.615, -0.057], [1.193, 2.516, 0.522]]
}